Record 1
Molecular formula: C26H48ClIrO3PS
Method: DFT, ωB97M-V with the def2-TZVPD basis set

Positions of all 81 atoms, in Å:
Ir: 1.2757 1.7092 0.4719
Cl: 2.7979 3.3751 0.9322
S: 0.1650 2.2587 3.4654
P: -0.3135 0.0346 0.0012
O: -0.0966 0.8643 3.7816
O: -0.6910 3.2661 4.0476
O: 0.1550 2.4810 1.9008
C: -2.9659 -0.3090 1.2514
C: -0.3606 -1.4801 -1.1668
C: 2.9524 -1.0320 0.1123
C: 2.5923 0.5285 -0.5110
C: 4.8988 0.3317 1.1091
C: -2.2238 3.3002 -2.9161
C: -0.2944 2.2428 -1.6746
C: -3.1731 2.2660 -2.2904
C: -2.4545 0.9843 -1.8283
C: 0.4966 -2.5630 -3.2747
C: 1.8598 -1.2561 1.0001
C: -3.6779 -0.5050 2.5996
C: 4.3288 -1.0557 0.7786
C: -1.4861 -3.5642 -2.0176
C: -1.7102 -2.1979 -1.3552
C: -1.2904 1.3684 -0.9107
C: -0.9774 3.5504 -2.0711
C: -1.8572 -2.1053 3.3165
C: -3.3612 -1.8481 3.2677
C: 1.8322 2.5805 4.0122
C: -1.2406 -1.9709 1.9246
C: 3.8701 1.1209 -1.0825
C: 0.2405 -1.2318 -2.5572
C: -0.7602 -3.4393 -3.3608
C: 5.0909 1.1708 -0.1423
C: -1.4582 -0.5388 1.4135
H: -1.4505 -3.0027 -4.0962
H: 0.0337 1.7073 -2.5774
H: -1.3689 -1.3639 3.9642
H: -2.4567 -4.0591 -2.1518
H: 4.2597 -1.5931 1.7257
H: -0.2647 4.1924 -2.6022
H: -3.7710 -1.8672 4.2845
H: -0.8954 -4.1960 -1.3376
H: 4.2763 0.9065 1.8130
H: 1.7806 -0.5457 1.8332
H: -3.1775 0.3317 -1.3193
H: 1.1902 -0.6866 -2.4992
H: 1.7504 2.8179 5.0802
H: 1.4350 -2.2556 1.1149
H: -2.0906 0.4356 -2.7086
H: -1.9141 2.9409 -3.9065
H: 1.9845 0.2647 -1.3970
H: -4.7597 -0.3995 2.4585
H: -2.3706 -1.5881 -1.9929
H: -1.7256 -2.6938 1.2541
H: 0.8805 -2.3614 -4.2821
H: 4.1197 0.4964 -1.9522
H: 0.6321 2.5523 -1.0939
H: 0.3149 -2.1603 -0.6204
H: -3.9729 2.0113 -2.9984
H: 3.6854 2.1273 -1.4707
H: -3.8479 -2.6599 2.7095
H: -1.6446 -3.1039 3.7147
H: 5.0123 -1.6130 0.1318
H: -3.3756 -1.0197 0.5172
H: 2.4059 1.6554 3.8596
H: -1.1247 0.1323 2.2226
H: -1.7169 1.9706 -0.0888
H: 2.8830 -1.6598 -0.7986
H: -3.1761 0.7013 0.8759
H: 5.9653 0.7817 -0.6846
H: 5.3166 2.2098 0.1285
H: 5.8520 0.2083 1.6207
H: -0.1792 -2.2154 1.9931
H: -0.4937 -4.4381 -3.7251
H: -3.3525 0.3053 3.2666
H: -1.2489 4.0778 -1.1476
H: 1.2818 -3.1162 -2.7378
H: -0.4425 -0.6101 -3.1594
H: -2.7584 4.2457 -3.0632
H: -2.2380 -2.3368 -0.4059
H: 2.2516 3.4191 3.4359
H: -3.6575 2.7182 -1.4138

Kohn-Sham gap (alpha / beta)	5.313 / 7.039	eV
⟨S²⟩	8.76
2S+1	6
electronic energy	-69362.741	eV
M	699.38	u
HOMO level (alpha / beta)	-4.90 / -9.19	eV

=====

Record 2
Molecular formula: B3F12Tl
Method: DFT, ωB97M-V with the def2-TZVPD basis set

Positions of all 16 atoms, in Å:
Tl: -0.6016 0.1887 -1.4721
F: 1.2224 3.4245 1.3191
F: 2.1111 -0.3640 -0.5735
F: -0.9484 -1.3076 1.1592
F: -3.1354 -1.2639 1.9827
F: 0.7701 2.7549 -0.7984
F: -0.8750 2.6117 0.7579
F: -2.3582 0.4566 0.6902
F: 0.6727 -2.1543 -0.6983
F: -2.6874 -1.6172 -0.2121
F: 1.8064 -1.4400 -2.5431
F: 0.9102 1.2142 0.8222
F: 2.9639 -2.4425 -0.8185
B: 0.5211 2.5163 0.5802
B: 1.8947 -1.6290 -1.1622
B: -2.2668 -0.9483 0.9666

Kohn-Sham gap	4.015	eV
2S+1	1
electronic energy	-39340.301	eV
relative energy (zero: lowest compared OMol25 entry of this formula, charge and spin)	75.6	kcal per mole
M	464.80	u
HOMO level	-13.85	eV

=====

Record 3
Molecular formula: C3H14N4
Method: DFT, ωB97M-V with the def2-TZVPD basis set

Positions of all 21 atoms, in Å:
N: 1.7489 1.6851 -0.1936
N: -0.9919 -0.4457 1.7701
N: -0.0702 -1.9023 -0.4889
N: -0.8173 0.6255 0.7827
C: -2.0386 0.7736 0.0269
C: 1.3847 0.5122 -0.9792
C: 1.2050 -1.3936 -0.5700
H: 0.6874 0.7864 -1.7790
H: -0.6043 -1.6646 0.3604
H: 1.7421 -1.4278 0.3740
H: 1.7766 -1.8079 -1.3978
H: 2.4325 1.4511 0.5161
H: -2.4217 -0.1723 -0.3980
H: -1.8459 -0.2578 2.2987
H: 0.9295 2.0613 0.2734
H: 0.1386 0.3852 0.0144
H: -2.8346 1.2121 0.6475
H: -1.8467 1.4642 -0.7959
H: 2.2807 0.2903 -1.5676
H: -0.2344 -0.3311 2.4399
H: -0.6205 -1.8439 -1.3338

Kohn-Sham gap	8.544	eV
2S+1	1
electronic energy	-9294.429	eV
relative energy (zero: lowest compared OMol25 entry of this formula, charge and spin)	80.7	kcal per mole
M	106.17	u
HOMO level	-7.47	eV

=====

Record 4
Molecular formula: H2N3O2S
Method: DFT, ωB97M-V with the def2-TZVPD basis set

Positions of all 8 atoms, in Å:
S: 0.5751 -0.4110 1.7737
O: -0.6525 0.9405 -0.4126
O: 0.5979 2.3900 0.8013
N: -0.2532 1.4828 0.8875
N: -2.0886 -1.2549 0.8586
N: -2.9938 -1.0517 1.4717
H: -1.0635 0.0229 -0.0355
H: 1.6769 0.0188 1.2038

Kohn-Sham gap (alpha / beta)	7.010 / 7.008	eV
2S+1	1
total charge	-1
electronic energy	-19431.082	eV
relative energy (zero: lowest compared OMol25 entry of this formula, charge and spin)	5.1	kcal per mole
M	108.10	u
HOMO level (alpha / beta)	-2.65 / -2.65	eV

=====

Record 5
Molecular formula: C3H5N3
Method: DFT, ωB97M-V with the def2-TZVPD basis set

Positions of all 11 atoms, in Å:
N: 0.5585 1.8649 -0.2514
N: 1.1583 -0.3744 -0.8410
N: -0.7256 -2.5534 0.5282
C: -0.6941 -1.3618 0.5766
C: 0.4151 0.4878 -0.2439
C: -0.6531 -0.0303 0.5942
H: -1.3924 -3.2130 0.8955
H: 1.8886 0.0470 -1.4077
H: -0.2768 2.3895 -0.0381
H: 1.0690 2.2324 -1.0396
H: -1.3477 0.5114 1.2272

Kohn-Sham gap	8.684	eV
SMILES	[H]/N=C(\N)C=C=N
2S+1	1
electronic energy	-7660.342	eV
relative energy (zero: lowest compared OMol25 entry of this formula, charge and spin)	48.7	kcal per mole
M	83.09	u
HOMO level	-7.98	eV

=====

Record 6
Molecular formula: C3H9N3O
Method: DFT, ωB97M-V with the def2-TZVPD basis set

Positions of all 16 atoms, in Å:
O: 0.2805 1.3853 -2.2332
N: -0.4935 1.5075 1.5419
N: 1.6815 0.7571 1.2177
N: 0.1694 0.4160 -1.4412
C: -0.9514 -0.1141 -1.0716
C: 0.4704 0.6247 1.5341
C: -0.9659 -1.2990 -0.1689
H: 0.0782 -0.4288 1.6176
H: 0.0976 -1.6106 0.0596
H: -1.1997 1.2759 2.1237
H: 1.0915 0.2356 -0.9383
H: -1.8755 0.0166 -1.6779
H: -0.2744 2.5183 1.4583
H: -1.6811 -0.9171 0.5872
H: -1.4649 -2.2840 -0.5045
H: 2.1235 1.6470 1.0017

Kohn-Sham gap (alpha / beta)	9.000 / 8.999	eV
SMILES	C/C=[NH+]/[O-].[H]/N=C\N
2S+1	1
electronic energy	-9771.065	eV
relative energy (zero: lowest compared OMol25 entry of this formula, charge and spin)	103.2	kcal per mole
M	103.12	u
HOMO level (alpha / beta)	-8.25 / -8.25	eV